Density functional theory data (ωB97M-V/def2-TZVPD) for the molecule C2H5OPS2.

Computed properties:
HOMO-LUMO gap (Eh): 0.3219
Energy above the lowest of the compared OMol25 structures with the same formula, charge and spin (kcal per mole): 90.71
SMILES: O=S1#[PH]CCS1
LUMO (eV): -0.1

ORCA input file:
```
! wB97M-V def2-TZVPD RIJCOSX def2/J DEFGRID3
* xyz 0 1
O -2.629 0.476 1.764
S -2.754 0.180 -0.127
P -1.115 1.622 -0.641
C 0.150 0.288 -0.761
C -0.212 -0.949 0.135
S -1.820 -1.603 -0.468
H -0.864 2.037 0.793
H 1.020 0.771 -0.383
H 0.102 -0.171 -1.686
H 0.328 -1.872 0.119
H -0.480 -0.783 1.113
*
```



Density functional theory data (ωB97M-V/def2-TZVPD) for a structure of composition C5H16N2O.

Computed properties:
HOMO-LUMO gap (Eh): 0.2236
Energy above the lowest of the compared OMol25 structures with the same formula, charge and spin (kcal per mole): 124.75
LUMO (eV): -1.4

ORCA input file:
```
! wB97M-V def2-TZVPD RIJCOSX def2/J DEFGRID3
* xyz 0 1
N -2.195 -1.387 0.193
C -2.261 -0.130 0.890
C -1.849 0.931 -0.151
N -0.582 0.701 -0.871
C 0.563 1.125 -0.309
C 1.824 0.548 -0.940
C 2.785 -0.011 0.114
H -2.893 -2.036 0.506
H -1.271 -1.822 0.158
H -1.517 0.040 1.681
H -3.228 0.111 1.321
H -1.744 1.905 0.349
H -2.643 1.057 -0.889
H -0.501 -0.326 -1.104
H 0.415 2.177 -0.076
H 0.566 0.511 0.920
H 1.422 -0.324 -1.470
H 2.322 1.208 -1.651
H 3.746 -0.246 -0.333
H 2.900 0.809 0.838
H 2.341 -0.842 0.655
H 0.583 0.670 1.781
H 0.805 -2.716 -1.033
O 0.411 -1.952 -0.581
*
```



Density functional theory data (ωB97M-V/def2-TZVPD) for a structure of composition C24H20BrClN3O2STi.

Computed properties:
HOMO-LUMO gap (Eh): 0.2880
Energy above the lowest of the compared OMol25 structures with the same formula, charge and spin (kcal per mole): 0.52
LUMO (eV): 2.5

ORCA input file:
```
! wB97M-V def2-TZVPD RIJCOSX def2/J DEFGRID3
* xyz -1 1
Ti -0.368 0.281 -0.007
O -5.257 -1.462 -1.592
C -5.501 -0.758 -0.453
C -6.818 -0.626 -0.034
C -7.108 0.126 1.095
C -6.093 0.746 1.809
C -4.775 0.583 1.405
C -4.464 -0.177 0.288
C -3.036 -0.458 -0.111
O -2.099 0.209 0.682
N -2.833 -0.108 -1.501
N -1.403 -0.050 -1.719
C -1.197 0.017 -3.100
C -0.110 0.155 -3.804
Br 1.610 1.060 -1.309
C 0.783 0.040 -4.743
C 1.248 -1.265 -5.267
C 1.124 -2.445 -4.538
C 1.508 -3.656 -5.090
C 2.029 -3.711 -6.377
C 2.180 -2.537 -7.101
C 1.801 -1.324 -6.544
H -4.339 -1.266 -1.872
H -7.597 -1.106 -0.610
H -8.138 0.231 1.413
H -6.322 1.347 2.679
H -3.962 1.031 1.961
H -2.859 -1.544 -0.042
H -3.207 0.834 -1.646
H -2.116 -0.019 -3.683
H 1.266 0.919 -5.162
H 0.740 -2.397 -3.527
H 1.406 -4.564 -4.509
H 2.318 -4.660 -6.810
H 2.592 -2.563 -8.103
H 1.917 -0.407 -7.110
Cl 5.247 -0.813 3.518
C 3.766 -1.130 2.644
C 2.551 -1.007 3.290
C 1.386 -1.254 2.581
C 1.404 -1.597 1.227
C 0.133 -1.712 0.456
C 2.655 -1.736 0.620
C 3.830 -1.507 1.313
H 2.511 -0.713 4.330
H 0.434 -1.157 3.092
H -0.672 -2.118 1.071
H 0.259 -2.278 -0.468
H 2.704 -2.021 -0.424
H 4.789 -1.613 0.826
S -0.211 2.530 4.117
C -0.018 1.965 2.618
N 0.129 1.559 1.524
*
```



Density functional theory data (ωB97M-V/def2-TZVPD) for a cluster of 2 separate species, C4H12 in total.

Computed properties:
HOMO-LUMO gap (Eh): 0.4664
Energy above the lowest of the compared OMol25 structures with the same formula, charge and spin (kcal per mole): 15.55
SMILES: CC.CC
LUMO (eV): 1.2

ORCA input file:
```
! wB97M-V def2-TZVPD RIJCOSX def2/J DEFGRID3
* xyz 0 1
C 1.647 0.095 -2.256
C 0.845 0.258 -0.963
H 2.509 -0.570 -2.203
H 1.045 -0.401 -3.052
H 2.013 1.031 -2.672
H 1.439 -0.135 -0.145
H -0.040 -0.342 -1.138
H 0.672 1.271 -0.721
C -0.629 -0.154 2.074
C -1.910 -0.054 1.202
H 0.045 -1.013 1.784
H 0.015 0.679 2.230
H -0.910 -0.488 3.011
H -2.708 0.453 1.656
H -2.404 -0.982 0.957
H -1.628 0.352 0.237
*
```



Density functional theory data (ωB97M-V/def2-TZVPD) for a structure of composition C27H28AsN3O5S4Ti.

Computed properties:
HOMO-LUMO gap (spin up / spin down) (Eh): 0.1642 / 0.2303
Energy above the lowest of the compared OMol25 structures with the same formula, charge and spin (kcal per mole): 9.91
LUMO (spin up / spin down) (eV): 4.0 / 4.0

ORCA input file:
```
! wB97M-V def2-TZVPD RIJCOSX def2/J DEFGRID3
* xyz -2 3
Ti 0.073 -0.259 0.130
S -1.638 -1.922 -0.808
S -0.587 -3.647 -0.294
S 1.405 -3.227 -0.517
S 1.870 -1.881 0.988
O -3.168 3.962 -4.497
C -3.284 4.106 -3.267
O -3.935 4.944 -2.610
C -2.492 3.084 -2.403
C -2.696 3.018 -1.027
C -1.986 2.112 -0.270
N -1.083 1.286 -0.806
C -0.859 1.357 -2.131
C -1.545 2.229 -2.957
C 0.273 0.471 -2.600
O 0.648 0.480 -3.752
O 0.817 -0.206 -1.631
H -3.407 3.696 -0.575
H -2.110 2.044 0.803
H -1.345 2.254 -4.019
C 3.400 3.850 3.388
N 2.142 3.680 2.689
N 2.005 2.374 2.119
C 0.650 2.010 2.221
O 0.242 0.908 1.675
C 0.022 2.915 3.057
C 0.945 3.895 3.421
C 0.774 5.130 4.220
C 2.731 2.103 0.930
C 2.158 2.352 -0.316
C 2.840 2.009 -1.472
C 4.107 1.449 -1.386
C 4.686 1.223 -0.146
C 3.997 1.535 1.012
H 4.223 3.775 2.678
H 3.539 3.101 4.182
H 3.416 4.848 3.825
H -1.012 2.866 3.360
H -0.267 5.220 4.530
H 1.026 6.031 3.642
H 1.388 5.154 5.129
H 1.171 2.796 -0.363
H 2.369 2.147 -2.436
H 4.630 1.158 -2.288
H 5.662 0.757 -0.079
H 4.406 1.297 1.986
C -2.006 -3.255 2.831
As -1.315 -1.462 2.440
C -0.532 -1.100 4.204
C -3.086 -0.530 2.588
C -3.629 -0.367 3.960
C -4.568 -1.257 4.484
C -5.042 -1.121 5.781
C -4.593 -0.084 6.585
C -3.662 0.814 6.077
C -3.187 0.671 4.785
H -2.638 -3.231 3.722
H -1.168 -3.932 2.989
H -2.572 -3.603 1.968
H -1.242 -1.242 5.019
H -0.137 -0.084 4.222
H 0.302 -1.793 4.316
H -3.744 -1.143 1.970
H -2.975 0.432 2.087
H -4.931 -2.065 3.859
H -5.771 -1.826 6.161
H -4.963 0.026 7.597
H -3.300 1.628 6.694
H -2.447 1.366 4.402
*
```



Density functional theory data (ωB97M-V/def2-TZVPD) for a structure of composition C22H34BGeN10V.

Computed properties:
HOMO-LUMO gap (spin up / spin down) (Eh): 0.2963 / 0.3157
Energy above the lowest of the compared OMol25 structures with the same formula, charge and spin (kcal per mole): 3.83
LUMO (spin up / spin down) (eV): -2.2 / -2.4

ORCA input file:
```
! wB97M-V def2-TZVPD RIJCOSX def2/J DEFGRID3
* xyz 1 4
V -0.403 0.254 0.478
C -0.782 -1.136 -4.451
C -0.475 -1.724 -3.230
N -1.009 -1.009 -2.247
N -1.681 0.047 -2.785
C -1.535 -0.034 -4.124
B -2.039 1.448 -2.087
N -0.653 2.153 -1.872
C 0.032 2.995 -2.661
C 1.322 3.112 -2.186
C 1.357 2.255 -1.093
N 0.174 1.660 -0.908
N -2.819 1.409 -0.742
C -4.030 1.952 -0.508
C -4.267 1.944 0.848
C -3.118 1.372 1.393
N -2.243 1.058 0.436
N -2.914 2.219 -3.048
C -3.036 3.561 -3.238
C -4.135 3.777 -4.023
C -4.651 2.485 -4.258
N -3.930 1.551 -3.664
H -0.507 -1.476 -5.434
H 0.052 -2.634 -2.995
H -1.989 0.709 -4.757
H -0.427 3.441 -3.525
H 2.118 3.716 -2.583
H 2.188 2.028 -0.445
H -4.647 2.292 -1.324
H -5.145 2.294 1.363
H -2.881 1.173 2.427
H -2.379 4.266 -2.758
H -4.516 4.723 -4.370
H -5.522 2.202 -4.830
C 2.501 -1.234 0.628
C 3.503 -1.785 1.678
N 3.015 -1.540 3.037
C 1.721 -2.187 3.220
C 0.701 -1.642 2.183
N 1.359 -0.608 1.332
C 1.864 0.481 2.217
C 2.868 -0.105 3.248
H 2.094 -2.019 -0.009
H 2.946 -0.481 -0.023
H 4.476 -1.305 1.574
H 3.651 -2.857 1.550
H 1.381 -2.007 4.239
H 1.844 -3.262 3.096
H -0.164 -1.181 2.680
H 0.330 -2.431 1.531
H 1.004 0.942 2.717
H 2.333 1.238 1.591
H 2.528 0.069 4.267
H 3.843 0.368 3.136
C -2.554 -2.960 1.409
Ge -2.686 -2.373 -0.441
C -2.651 -3.892 -1.656
C -4.367 -1.463 -0.744
C -1.040 -1.343 -0.788
H -3.470 -3.472 1.708
H -2.420 -2.108 2.081
H -1.721 -3.653 1.546
H -3.483 -4.565 -1.434
H -1.723 -4.464 -1.590
H -2.774 -3.542 -2.684
H -5.135 -2.238 -0.814
H -4.360 -0.910 -1.686
H -4.633 -0.787 0.068
H -0.294 -2.148 -0.712
*
```



Density functional theory data (ωB97M-V/def2-TZVPD) for the molecule C13H13N3O5.

Computed properties:
HOMO-LUMO gap (Eh): 0.3524
Energy above the lowest of the compared OMol25 structures with the same formula, charge and spin (kcal per mole): 19.01
SMILES: CCOC(=O)c1ccc(COC(=O)c2nonc2N)cc1
LUMO (eV): 0.1

ORCA input file:
```
! wB97M-V def2-TZVPD RIJCOSX def2/J DEFGRID3
* xyz 0 1
C 5.823 -0.621 -1.409
C 5.012 0.634 -1.696
O 3.639 0.463 -1.343
C 2.858 -0.156 -2.237
O 3.249 -0.552 -3.308
C 1.456 -0.288 -1.767
C 0.531 -0.892 -2.616
C -0.785 -1.028 -2.225
C -1.198 -0.570 -0.978
C -2.633 -0.756 -0.560
O -3.076 0.278 0.315
C -3.270 -0.029 1.588
O -3.127 -1.130 2.076
C -3.711 1.117 2.388
N -3.919 2.344 1.984
O -4.331 3.036 3.028
N -4.408 2.280 4.151
C -4.026 1.069 3.802
N -3.910 0.005 4.600
C -0.273 0.027 -0.131
C 1.045 0.172 -0.520
H 5.472 -1.439 -2.033
H 6.871 -0.435 -1.628
H 5.723 -0.904 -0.364
H 5.075 0.889 -2.759
H 5.357 1.475 -1.090
H 0.866 -1.242 -3.580
H -1.500 -1.493 -2.888
H -2.749 -1.723 -0.050
H -3.291 -0.727 -1.433
H -4.252 0.050 5.541
H -3.690 -0.877 4.164
H -0.586 0.387 0.838
H 1.760 0.640 0.138
*
```



Density functional theory data (ωB97M-V/def2-TZVPD) for the molecule C25H26N2O3.

Computed properties:
HOMO-LUMO gap (Eh): 0.3601
Energy above the lowest of the compared OMol25 structures with the same formula, charge and spin (kcal per mole): 0.00
SMILES: O=C(NCc1ccccc1)[C@@H](Cc1ccccc1)N1C(=O)[C@@H]2[C@H]3CC[C@H](C3)[C@@H]2C1=O
LUMO (eV): 0.6

ORCA input file:
```
! wB97M-V def2-TZVPD RIJCOSX def2/J DEFGRID3
* xyz 0 1
O 0.983 1.508 2.957
C 0.851 1.224 1.785
N 1.862 0.860 0.987
C 3.219 0.740 1.489
C 4.168 0.445 0.364
C 3.965 -0.672 -0.438
C 4.824 -0.949 -1.486
C 5.900 -0.116 -1.740
C 6.112 0.995 -0.943
C 5.248 1.276 0.101
C -0.527 1.304 1.099
C -0.574 2.429 0.048
C -1.946 2.468 -0.567
C -2.177 1.900 -1.813
C -3.454 1.867 -2.345
C -4.516 2.400 -1.634
C -4.293 2.972 -0.393
C -3.016 3.003 0.138
N -0.965 0.040 0.523
C -2.120 -0.572 1.003
O -2.772 -0.158 1.921
C -2.368 -1.816 0.184
C -2.084 -3.099 0.990
C -2.461 -4.291 0.102
C -1.355 -4.289 -0.975
C -0.475 -3.101 -0.572
C -0.557 -3.161 0.954
C -1.266 -1.814 -0.876
C -0.442 -0.584 -0.580
O 0.539 -0.225 -1.194
H 1.691 0.598 0.021
H 3.254 -0.065 2.237
H 3.487 1.669 2.001
H 3.129 -1.328 -0.241
H 4.655 -1.818 -2.105
H 6.572 -0.333 -2.557
H 6.950 1.649 -1.137
H 5.414 2.147 0.719
H -1.254 1.518 1.892
H 0.180 2.253 -0.720
H -0.348 3.369 0.554
H -1.350 1.486 -2.373
H -3.621 1.423 -3.316
H -5.513 2.372 -2.047
H -5.117 3.391 0.165
H -2.847 3.446 1.109
H -3.389 -1.797 -0.200
H -2.553 -3.098 1.971
H -3.457 -4.181 -0.324
H -2.444 -5.213 0.682
H -1.756 -4.174 -1.982
H -0.778 -5.213 -0.948
H 0.519 -3.106 -1.015
H -0.167 -4.092 1.358
H -0.073 -2.324 1.456
H -1.611 -1.784 -1.911
*
```



Density functional theory data (ωB97M-V/def2-TZVPD) for the molecule C15H20O4.

Computed properties:
HOMO-LUMO gap (Eh): 0.3439
Energy above the lowest of the compared OMol25 structures with the same formula, charge and spin (kcal per mole): 15.79
SMILES: CC1=CC(=O)CC(C)(C)[C@@]1(O)/C=C/C(C)=C\C(=O)O
LUMO (eV): 0.1

ORCA input file:
```
! wB97M-V def2-TZVPD RIJCOSX def2/J DEFGRID3
* xyz 0 1
C 0.460 0.984 -2.630
C 1.091 1.317 -1.315
C 1.579 2.535 -1.064
C 2.240 2.916 0.190
O 2.622 4.050 0.391
C 2.445 1.797 1.177
C 1.318 0.757 1.140
C 0.008 1.429 1.548
C 1.629 -0.375 2.121
C 1.280 0.188 -0.312
O 2.580 -0.363 -0.554
C 0.270 -0.919 -0.473
C -1.056 -0.808 -0.501
C -1.955 -1.944 -0.682
C -1.585 -2.942 -1.734
C -3.083 -2.095 0.035
C -3.495 -1.216 1.122
O -2.898 -0.254 1.549
O -4.670 -1.607 1.652
H 0.780 0.005 -2.984
H -0.625 0.955 -2.526
H 0.711 1.734 -3.376
H 1.497 3.322 -1.802
H 3.387 1.307 0.912
H 2.555 2.217 2.178
H -0.292 2.186 0.828
H -0.796 0.709 1.659
H 0.150 1.919 2.508
H 0.804 -1.083 2.153
H 1.773 0.031 3.119
H 2.533 -0.898 1.821
H 2.647 -0.591 -1.487
H 0.729 -1.897 -0.540
H -1.532 0.150 -0.356
H -2.355 -3.700 -1.844
H -1.440 -2.439 -2.689
H -0.648 -3.431 -1.474
H -3.745 -2.929 -0.143
H -4.912 -1.017 2.383
*
```



Density functional theory data (ωB97M-V/def2-TZVPD) for a structure of composition C6H6N.

Computed properties:
HOMO-LUMO gap (Eh): 0.2557
Energy above the lowest of the compared OMol25 structures with the same formula, charge and spin (kcal per mole): 191.86
LUMO (eV): -6.2

ORCA input file:
```
! wB97M-V def2-TZVPD RIJCOSX def2/J DEFGRID3
* xyz 1 1
C 0.093 -0.466 0.571
C -0.665 -1.564 0.387
C 2.003 -0.218 0.223
C 3.161 -0.065 -0.189
C -1.780 0.375 -0.743
C -0.867 0.581 0.440
N -1.778 -0.574 0.407
H 3.387 0.511 -1.084
H 4.183 -0.304 0.105
H -2.637 0.950 -0.694
H -1.375 0.047 -1.652
H -1.130 1.415 1.123
H -2.594 -0.687 1.105
*
```



Density functional theory data (ωB97M-V/def2-TZVPD) for the molecule C3H6N2O3.

Computed properties:
HOMO-LUMO gap (Eh): 0.3727
Energy above the lowest of the compared OMol25 structures with the same formula, charge and spin (kcal per mole): 129.05
SMILES: CN(O)/C=N\OC=O
LUMO (eV): 0.6

ORCA input file:
```
! wB97M-V def2-TZVPD RIJCOSX def2/J DEFGRID3
* xyz 0 1
C -2.325 -0.149 0.013
N -0.899 -0.031 -0.277
O -0.606 1.295 0.279
C -0.031 -1.114 0.089
N 1.203 -1.054 -0.117
O 1.566 0.326 -0.355
C 2.852 0.512 -0.021
O 3.720 -0.279 0.189
H -2.687 -1.008 -0.580
H -2.776 0.781 -0.334
H -2.525 -0.426 1.055
H 0.059 1.507 -0.347
H -0.521 -1.998 0.494
H 2.972 1.638 -0.086
*
```



Density functional theory data (ωB97M-V/def2-TZVPD) for a cluster of 2 separate species, CH6NS in total.

Computed properties:
HOMO-LUMO gap (Eh): 0.2439
Energy above the lowest of the compared OMol25 structures with the same formula, charge and spin (kcal per mole): 2.64
LUMO (eV): 4.4

ORCA input file:
```
! wB97M-V def2-TZVPD RIJCOSX def2/J DEFGRID3
* xyz -1 1
N -0.910 -0.052 -2.025
H -1.163 0.340 -1.117
H 0.059 -0.312 -1.850
H -0.829 0.760 -2.630
C 0.541 -0.267 1.592
S 1.028 1.331 0.806
H 0.459 -1.078 0.860
H 1.267 -0.579 2.340
H -0.451 -0.142 2.025
*
```



Density functional theory data (ωB97M-V/def2-TZVPD) for a structure of composition C23H15BBrF14HgIN3.

Computed properties:
HOMO-LUMO gap (spin up / spin down) (Eh): 0.2293 / 0.2412
LUMO (spin up / spin down) (eV): 4.1 / 4.1

ORCA input file:
```
! wB97M-V def2-TZVPD RIJCOSX def2/J DEFGRID3
* xyz -2 2
Hg 0.274 0.739 0.207
C -2.218 -1.696 0.599
N -0.836 -1.547 0.196
C 0.131 -2.152 1.089
C 0.246 -1.406 2.415
N 0.640 -0.020 2.226
C 0.795 0.786 3.293
C 1.050 2.169 3.110
F 1.122 2.676 1.864
C 1.232 3.064 4.137
F 1.465 4.358 3.860
C 1.185 2.654 5.458
F 1.389 3.525 6.470
C 0.942 1.322 5.695
F 0.894 0.873 6.965
C 0.755 0.426 4.657
F 0.526 -0.858 5.033
C -0.609 -1.745 -1.222
C -1.285 -0.666 -2.065
N -0.928 0.670 -1.626
C -1.424 1.745 -2.259
C -1.087 3.050 -1.810
F -0.259 3.195 -0.758
C -1.550 4.206 -2.388
F -1.172 5.395 -1.891
C -2.398 4.170 -3.483
F -2.852 5.307 -4.053
C -2.748 2.932 -3.967
F -3.563 2.846 -5.037
C -2.278 1.768 -3.382
F -2.698 0.614 -3.964
H -2.559 -2.736 0.442
H -2.858 -1.012 0.044
H -2.346 -1.421 1.642
H 1.101 -2.132 0.585
H -0.110 -3.209 1.299
H 0.983 -1.957 3.009
H -0.703 -1.488 2.957
H -0.975 -2.730 -1.562
H 0.472 -1.714 -1.390
H -2.369 -0.826 -2.041
H -0.977 -0.857 -3.101
Br 4.142 -2.946 0.575
C 3.784 -3.028 -1.302
C 3.785 -4.287 -1.900
C 3.537 -4.390 -3.261
C 3.291 -3.244 -4.011
C 3.290 -1.998 -3.392
C 3.548 -1.894 -2.034
I 2.927 0.568 -1.075
H 3.975 -5.173 -1.306
H 3.525 -5.366 -3.732
H 3.090 -3.321 -5.074
H 3.070 -1.105 -3.966
F -1.926 1.865 1.541
B -3.279 1.577 1.844
F -3.322 0.532 2.795
F -3.943 1.171 0.672
F -3.896 2.719 2.374
*
```